Here is C3H6O2 in the gas phase at a distorted geometry from the Open Molecules 2025 dataset. Energies are from ωB97M-V with the def2-TZVPD basis set.

Results
Kohn-Sham gap: 10.69 eV
SMILES: C1COCO1

Last column: natural (NBO) charge in e.
Positions of all 11 atoms, in Å:
O (-0.433, 1.091, -0.153)  -0.53
O (-0.288, -1.094, 0.075)  -0.53
C (0.990, -0.741, -0.137)  -0.10
C (0.884, 0.761, 0.092)  -0.08
C (-1.265, -0.072, -0.018)  0.24
H (1.686, -0.897, -1.116)  0.17
H (1.443, -1.061, 0.843)  0.20
H (1.489, 1.526, -0.390)  0.20
H (1.231, 1.040, 1.238)  0.12
H (-2.094, -0.268, -0.565)  0.17
H (-1.638, 0.000, 0.992)  0.14

Cartesian forces (eV/Å) of the 2 atoms listed first:
O -2.3 0.4 -1.5
O -3.2 -3.1 -1.5


Here is C3H6O2 in the gas phase at a distorted geometry from the Open Molecules 2025 dataset. Energies are from ωB97M-V with the def2-TZVPD basis set.

Results
Kohn-Sham gap: 10.55 eV
SMILES: C[C@H](O)C=O

Last column: natural (NBO) charge in e.
Positions of all 11 atoms, in Å:
O (0.812, -1.308, -0.156)  -0.70
O (-2.325, -0.062, 0.007)  -0.52
C (0.496, 1.091, -0.166)  -0.63
C (-1.263, -0.666, -0.107)  0.43
C (0.091, -0.256, 0.360)  -0.03
H (1.551, 1.352, 0.084)  0.21
H (-0.180, 1.822, 0.265)  0.23
H (0.064, -0.239, 1.443)  0.18
H (-1.322, -1.662, -0.657)  0.13
H (0.369, 1.182, -1.223)  0.22
H (1.706, -1.254, 0.150)  0.47

Cartesian forces (eV/Å) of the 2 atoms listed first:
O 1.2 -1.2 -0.4
O 2.0 -0.4 0.2


Here is a molecular structure, C3H6O2 from the Open Molecules 2025 dataset. Energies are from ωB97M-V with the def2-TZVPD basis set.

Results
Kohn-Sham gap: 10.33 eV

Last column: natural (NBO) charge in e.
Positions of all 11 atoms, in Å:
O (0.065, 0.591, -1.385)  -0.50
O (-0.022, 1.085, 2.130)  -0.94
C (0.267, -1.051, -0.148)  -0.36
C (-0.896, -0.330, -0.776)  -0.08
C (1.044, -0.156, -0.766)  0.12
H (-1.576, 0.207, -0.110)  0.20
H (2.092, 0.094, -0.890)  0.20
H (-1.448, -0.863, -1.554)  0.20
H (0.538, 0.599, 1.509)  0.47
H (0.390, -1.900, 0.505)  0.23
H (-0.544, 1.660, 1.559)  0.46

Cartesian forces (eV/Å) of the 2 atoms listed first:
O 0.0 0.1 -0.1
O 0.0 0.1 -0.1


Here is C3H6O2 in the gas phase at a distorted geometry from the Open Molecules 2025 dataset. Energies are from ωB97M-V with the def2-TZVPD basis set.

Results
Kohn-Sham gap: 10.32 eV
SMILES: COCC=O

Last column: natural (NBO) charge in e.
Positions of all 11 atoms, in Å:
O (-0.978, -0.555, -0.441)  -0.57
O (2.420, 0.087, 0.415)  -0.51
C (1.451, 0.046, -0.302)  0.40
C (0.315, -0.959, -0.084)  -0.18
C (-1.285, 0.872, 0.245)  -0.41
H (0.305, -1.245, 0.970)  0.19
H (0.545, -1.838, -0.703)  0.22
H (1.370, 0.703, -1.196)  0.11
H (-2.369, 0.894, 0.428)  0.20
H (-0.855, 0.797, -0.841)  0.34
H (-0.813, 0.868, 1.252)  0.20

Cartesian forces (eV/Å) of the 2 atoms listed first:
O -0.6 -1.3 1.0
O -0.5 0.0 -0.4


Here is C3H6O2 in the gas phase from the Open Molecules 2025 dataset. Energies are from ωB97M-V with the def2-TZVPD basis set.

Results
Kohn-Sham gap: 11.74 eV
SMILES: CCOC=O

Last column: natural (NBO) charge in e.
Positions of all 11 atoms, in Å:
O (0.852, 0.513, -0.153)  -0.51
O (2.074, -1.333, -0.598)  -0.59
C (1.973, -0.139, -0.476)  0.65
C (-1.489, 0.520, 0.392)  -0.63
C (-0.294, -0.340, 0.044)  -0.08
H (-0.461, -0.913, -0.873)  0.19
H (-1.322, 1.083, 1.315)  0.21
H (-2.356, -0.133, 0.537)  0.22
H (-1.718, 1.228, -0.410)  0.21
H (-0.063, -1.053, 0.841)  0.19
H (2.804, 0.567, -0.620)  0.12

Cartesian forces (eV/Å) of the 2 atoms listed first:
O 0.2 -0.1 0.0
O 0.0 0.5 0.1


Here is C3H6O2 in the gas phase from the Open Molecules 2025 dataset. Energies are from ωB97M-V with the def2-TZVPD basis set.

Results
Kohn-Sham gap: 11.48 eV
SMILES: OC[C@H]1CO1

Last column: natural (NBO) charge in e.
Positions of all 11 atoms, in Å:
O (0.699, -0.482, -1.567)  -0.71
O (0.169, 1.401, 0.266)  -0.50
C (-0.537, 0.177, 0.422)  0.02
C (-0.458, -0.721, -0.807)  -0.09
C (0.640, 0.467, 1.235)  -0.12
H (-0.422, -1.776, -0.517)  0.19
H (0.523, 0.811, 2.263)  0.18
H (1.575, -0.043, 1.007)  0.19
H (-1.370, -0.570, -1.405)  0.16
H (0.702, 0.461, -1.781)  0.48
H (-1.522, 0.274, 0.885)  0.18

Cartesian forces (eV/Å) of the 2 atoms listed first:
O 0.0 0.2 -0.1
O 0.0 0.3 0.0


Here is 2 unconnected molecules or ions with the total composition C3H6O2S at a distorted geometry from the Open Molecules 2025 dataset. Energies are from ωB97M-V with the def2-TZVPD basis set.

Results
Kohn-Sham gap (spin up / spin down): 7.80 / 7.74 eV
SMILES: CC(C)=O.O=S

Last column: natural (NBO) charge in e.
Positions of all 12 atoms, in Å:
S (-4.832, -0.331, 0.368)  0.70
O (-4.744, -1.701, -0.218)  -0.70
O (-1.875, 0.502, 0.271)  -0.57
C (0.308, 0.691, 1.002)  -0.71
C (-0.754, 0.116, 0.163)  0.59
C (-0.541, -0.883, -0.881)  -0.70
H (0.019, -1.704, -0.516)  0.22
H (0.995, -0.046, 1.372)  0.22
H (0.876, 1.336, 0.434)  0.23
H (-1.516, -1.146, -1.309)  0.25
H (-0.161, 1.133, 1.804)  0.24
H (0.004, -0.196, -1.544)  0.23

Cartesian forces (eV/Å) of the 2 atoms listed first:
S 0.0 -0.6 -0.3
O 0.0 0.6 0.3


Here is C3H6O2S in the gas phase at a distorted geometry from the Open Molecules 2025 dataset. Energies are from ωB97M-V with the def2-TZVPD basis set.

Results
Kohn-Sham gap (spin up / spin down): 7.80 / 5.06 eV

Last column: natural (NBO) charge in e.
Positions of all 12 atoms, in Å:
S (-3.056, -0.364, 0.008)  -0.29
O (1.815, -1.019, 0.370)  -0.77
O (0.585, 1.567, 0.427)  -0.58
C (0.443, -0.871, -0.046)  -0.18
C (-1.585, 0.769, -0.105)  -0.66
C (-0.106, 0.513, 0.045)  0.45
H (0.466, -1.436, -1.070)  0.23
H (-1.740, 1.353, 0.700)  0.26
H (-0.091, -1.620, 0.514)  0.24
H (-1.900, 1.366, -1.059)  0.30
H (1.442, 1.153, 0.608)  0.51
H (2.111, -1.778, 0.808)  0.50

Cartesian forces (eV/Å) of the 2 atoms listed first:
S 1.7 0.1 -0.3
O 0.0 3.9 -1.1


Here is C3H6O2S in the gas phase at a distorted geometry from the Open Molecules 2025 dataset. Energies are from ωB97M-V with the def2-TZVPD basis set.

Results
Kohn-Sham gap: 9.73 eV
SMILES: O=C[C@@H](S)CO

Last column: natural (NBO) charge in e.
Positions of all 12 atoms, in Å:
S (0.082, -0.312, -2.058)  -0.04
O (-1.946, -0.067, 1.079)  -0.70
O (2.323, 1.041, -0.485)  -0.51
C (1.430, 0.596, 0.222)  0.42
C (0.015, 0.342, -0.271)  -0.45
C (-0.804, -0.654, 0.628)  -0.07
H (1.387, -0.295, -1.957)  0.15
H (-2.436, 0.367, 0.383)  0.48
H (-0.618, 1.315, -0.071)  0.25
H (1.638, 0.293, 1.263)  0.13
H (-0.935, -1.562, -0.118)  0.17
H (-0.136, -1.063, 1.385)  0.18

Cartesian forces (eV/Å) of the 2 atoms listed first:
S -0.7 1.0 1.4
O -1.0 0.0 1.7


Here is 2 unconnected molecules or ions with the total composition C3H6O2S2 at a distorted geometry from the Open Molecules 2025 dataset. Energies are from ωB97M-V with the def2-TZVPD basis set.

Results
Kohn-Sham gap (spin up / spin down): 6.91 / 7.86 eV

Last column: natural (NBO) charge in e.
Positions of all 13 atoms, in Å:
S (2.773, 0.306, -0.360)  0.19
S (-2.765, -0.894, 0.687)  -0.05
O (0.330, 1.334, -0.451)  -0.69
O (-2.128, 0.735, -1.391)  -0.59
C (1.795, -1.051, 0.020)  -0.59
C (-1.737, 0.222, -0.323)  0.32
C (-0.368, 0.304, 0.207)  -0.01
H (1.569, -1.720, -0.802)  0.21
H (-3.816, -0.097, 0.506)  0.15
H (-0.321, 0.292, 1.344)  0.21
H (-0.369, 1.415, -1.264)  0.51
H (2.095, -1.645, 0.953)  0.22
H (2.943, 0.797, 0.873)  0.12

Cartesian forces (eV/Å) of the 2 atoms listed first:
S 0.1 -0.6 -0.3
S 0.3 0.6 -0.4


Here is C3H6O2Si in the gas phase at a distorted geometry from the Open Molecules 2025 dataset. Energies are from ωB97M-V with the def2-TZVPD basis set.

Results
Kohn-Sham gap: 10.50 eV

Last column: natural (NBO) charge in e.
Positions of all 12 atoms, in Å:
Si (-0.864, 0.409, 0.042)  2.01
O (-2.270, 0.515, 0.807)  -0.87
O (0.236, 1.557, -0.409)  -0.88
C (0.796, -0.453, 0.486)  -0.90
C (-2.490, -0.291, -0.480)  -0.55
C (1.377, 0.941, 0.332)  -0.09
H (1.229, -1.249, -0.178)  0.25
H (2.227, 1.203, -0.359)  0.21
H (0.934, -0.757, 1.513)  0.23
H (1.419, 1.393, 1.414)  0.18
H (-3.284, 0.308, -1.011)  0.21
H (-2.814, -1.324, -0.464)  0.20

Cartesian forces (eV/Å) of the 2 atoms listed first:
Si 1.3 -1.5 -1.4
O -0.5 -0.5 1.2


Here is 2 unconnected molecules or ions with the total composition C3H6O3 at a distorted geometry from the Open Molecules 2025 dataset. Energies are from ωB97M-V with the def2-TZVPD basis set.

Results
Kohn-Sham gap (spin up / spin down): 3.15 / 7.20 eV
charge: -1
multiplicity: 2

Last column: Mulliken spin population.
Positions of all 12 atoms, in Å:
O (1.806, -2.685, -0.283)  0.00
O (0.104, 0.539, 0.741)  0.01
O (-0.221, -2.400, 0.640)  0.00
C (-0.980, 2.460, -0.375)  0.03
C (0.850, -3.148, 0.318)  0.03
C (0.169, 1.429, -0.094)  0.85
H (-1.781, 2.336, 0.422)  -0.02
H (0.086, -1.452, 0.532)  0.05
H (-0.562, 3.499, -0.249)  -0.03
H (0.836, -4.206, 0.726)  0.00
H (0.937, 1.382, -0.917)  0.03
H (-1.244, 2.246, -1.463)  0.05

Cartesian forces (eV/Å) of the 2 atoms listed first:
O -0.8 -1.2 0.6
O -0.6 -4.0 3.1


Across the entries above, relative energy (zero: lowest compared OMol25 entry of this formula, charge and spin) takes the values 76.3; 31.0; 61.9; 101.7; 10.7; 46.7; 69.2; 108.3; 50.4; 106.5; 32.4; 32.8 kcal/mol, respectively.
Across the entries above, calculated total energy takes the values -7300.367; -7302.336; -7300.994; -7299.268; -7303.214; -7301.652; -18135.945; -18134.251; -18136.760; -28969.673; -15180.063; -9349.373 eV, respectively.